Record 1
{"formula": "C46H62AsN7O9P2S2V", "method": "ωB97M-V/def2-TZVPD", "elements": ["C", "C", "H", "C", "H", "C", "H", "H", "C", "H", "H", "H", "N", "C", "C", "H", "V", "C", "C", "C", "C", "H", "N", "H", "H", "H", "H", "H", "C", "H", "H", "H", "C", "C", "C", "C", "H", "H", "C", "C", "O", "C", "C", "C", "C", "H", "C", "N", "H", "H", "C", "C", "N", "H", "C", "C", "P", "H", "O", "C", "N", "H", "H", "H", "As", "H", "H", "N", "H", "C", "H", "C", "C", "H", "H", "H", "H", "H", "H", "H", "O", "O", "H", "C", "S", "H", "H", "C", "C", "H", "H", "C", "H", "O", "H", "H", "H", "H", "H", "C", "H", "O", "H", "S", "C", "H", "C", "C", "C", "C", "H", "H", "H", "H", "C", "C", "H", "H", "O", "O", "C", "H", "C", "O", "H", "H", "N", "P", "H", "C"], "xyz": [[1.91526, -2.59445, 0.29904], [-5.15770, 1.80289, -2.15777], [-2.25321, 2.15347, 4.91069], [-2.77793, -0.62016, 3.44133], [-3.29076, 1.50425, -5.61217], [-2.41401, 1.85839, -6.15803], [2.31893, 5.34962, -3.45368], [-1.02055, 3.56567, -0.42585], [1.09065, 4.02802, -0.54140], [-4.24479, 6.70946, 3.64609], [-2.77132, 2.56513, -6.90724], [1.15578, 4.24050, 0.52398], [2.49366, 0.35460, -1.85211], [2.00597, 4.97328, -1.33269], [-2.49189, 5.66953, 2.97157], [2.03704, 5.95039, -0.84842], [0.33026, -0.05292, -0.77508], [2.22460, 0.40860, -3.29681], [-1.96012, 4.44340, 2.61231], [1.42619, 1.09630, 4.56797], [-4.97830, -0.78818, 1.74183], [-6.32443, 3.08663, -0.89855], [4.81335, 0.47316, -2.34998], [2.44813, 0.76568, 4.44901], [3.34938, 2.18294, -3.75662], [5.27183, -3.74627, -1.21225], [2.91489, -2.57782, 2.18692], [-2.15389, -0.13958, -4.31443], [4.32456, -3.43121, -0.79552], [3.34915, -0.03661, 0.44789], [-4.62944, 2.46228, 3.26662], [3.06945, 1.11090, -5.14690], [-4.67103, -1.84972, 2.58023], [1.49542, 5.12660, -2.77503], [6.18099, 0.56880, -1.86150], [6.18959, 1.20141, -0.48397], [5.91107, -0.64152, 0.58976], [0.78506, 5.95255, -2.84874], [-4.15073, 0.32038, 1.71540], [-3.81561, 5.75080, 3.38709], [-0.51828, -3.23026, -1.23323], [-3.70286, 1.41899, -2.46957], [-1.68773, 0.68304, -6.83204], [-3.03568, 0.41682, 2.54857], [0.89189, 1.34112, 5.81551], [-0.97098, -3.55455, 2.25832], [-0.68720, 0.02390, -5.86214], [-2.78231, 2.52752, -2.13652], [0.31053, 0.44881, -5.99470], [-4.33879, 1.13430, 1.02808], [-0.42513, 1.74452, 5.93490], [0.81107, 3.84075, -3.21801], [-0.56894, 1.09045, -1.55009], [5.72720, 2.18998, -0.52497], [4.20986, -3.20694, 0.57127], [-0.70898, 1.62556, 3.52920], [-1.86406, 1.76243, 2.10842], [-3.84327, 3.84153, -3.40604], [0.74355, -3.19009, -3.33989], [0.64187, 1.25007, 3.42914], [-1.03348, 1.68003, -4.10921], [-0.51037, -0.30681, -3.72835], [-0.66332, 5.20285, -1.01089], [-1.95828, -0.55685, 4.14177], [0.22543, -2.06523, 1.10721], [1.50892, 1.21684, 6.69415], [7.20760, 1.31336, -0.11469], [4.09467, 0.00667, -0.21825], [-3.64905, 1.18220, -3.53786], [-5.27219, 2.83922, -1.04067], [-0.84180, 1.94870, 6.91203], [4.61168, 0.45878, -3.78508], [3.29801, 1.14076, -4.08140], [-5.28042, -2.74324, 2.57144], [-5.11332, 4.90472, -1.72433], [-1.90532, 3.47359, -4.79244], [-3.36922, 0.53408, -1.92274], [-2.62134, 4.60384, -2.38100], [-5.60680, 4.65811, 3.81922], [-0.92961, 4.37023, 2.27761], [0.99496, 0.70270, 0.61509], [0.32210, -1.42966, 2.58943], [-1.15455, 1.03987, -7.71424], [-1.21464, 1.86653, 4.81011], [1.68771, 1.06611, 1.97525], [1.39393, 2.98588, -0.66616], [6.74620, 1.18007, -2.56611], [-4.57981, 4.59889, 3.48216], [-1.13198, 0.23940, -4.42381], [-2.42559, -0.04514, -7.16972], [0.55113, 3.89383, -4.27392], [-3.38991, 3.83627, -2.40678], [-1.87704, 6.55930, 2.93155], [-0.53096, -3.60987, 1.39937], [2.13233, -0.61373, -3.68588], [3.02318, 4.57722, -1.33230], [4.59846, -0.57136, -4.16106], [-5.83794, -0.83813, 1.08497], [-5.71559, 0.90484, -1.88996], [3.22209, -3.27358, -1.62473], [6.65146, -0.42194, -1.82322], [2.63920, 0.01893, 2.24661], [-3.35250, -2.57286, 4.10492], [0.55043, -2.69470, -2.01609], [-2.72802, 3.27877, 2.69600], [5.44030, 0.98229, -4.26178], [2.02922, -2.86276, -1.06358], [3.00998, -2.78826, 1.12982], [-0.34066, 4.15759, -1.04178], [-4.46217, 4.11141, -1.35307], [1.25866, 0.89461, -3.42899], [-0.57418, 2.86342, -5.78681], [-0.61958, -1.04674, -6.05220], [1.49848, 3.00290, -3.06755], [5.37724, 0.29881, 0.41542], [-3.58156, -1.75390, 3.43271], [-4.91549, 2.40738, -0.10808], [5.06591, -3.36377, 1.21388], [2.27026, 2.36495, 1.78384], [0.41106, -1.16440, -2.08333], [-1.45717, 2.56931, -5.20919], [-3.98886, 4.47041, -0.43718], [3.76823, 0.29624, -1.48756], [-0.73897, -1.04537, 0.10214], [-5.62035, 2.21128, -3.05874], [3.25295, -3.49071, -2.68444], [-0.43704, 3.66562, -2.44341], [-1.20510, 2.20363, -2.54833], [5.16576, 0.76010, 1.37877], [-4.03780, 3.36244, 3.15009]], "e_tot_ha": -7509.27652, "homo_lumo_gap_ev": 6.72, "homo_energy_ev": -10.31, "charge": 1}

=====

Record 2
{"formula": "C46H62BN8O3PW", "method": "ωB97M-V/def2-TZVPD", "elements": ["H", "O", "H", "C", "C", "H", "N", "C", "C", "H", "H", "H", "C", "H", "H", "C", "H", "N", "C", "H", "H", "H", "H", "H", "H", "C", "C", "N", "C", "C", "C", "H", "H", "C", "C", "H", "H", "B", "C", "H", "H", "H", "C", "C", "C", "C", "H", "H", "H", "H", "H", "C", "N", "H", "H", "H", "H", "H", "C", "H", "H", "C", "C", "H", "H", "C", "H", "H", "H", "C", "C", "H", "H", "H", "C", "H", "P", "C", "C", "H", "N", "N", "C", "H", "C", "H", "H", "H", "C", "C", "C", "C", "H", "C", "C", "C", "H", "H", "O", "C", "C", "H", "H", "H", "C", "H", "H", "C", "H", "H", "H", "W", "H", "N", "H", "C", "N", "H", "C", "C", "O", "C"], "xyz": [[1.76575, 0.23602, -4.64978], [-0.60368, 1.62731, 2.08155], [-3.32485, 0.14945, -2.17678], [4.36476, 2.22439, 3.06211], [3.71176, 1.53379, 1.85779], [1.16927, -0.94917, 5.73406], [-0.65194, -1.28340, -0.31287], [-4.45605, 0.13818, 2.45726], [2.25353, -3.14452, -3.36981], [2.96227, 4.94142, -3.14264], [0.54303, -2.99536, 2.40052], [4.44453, 2.91421, 0.37985], [0.13232, 0.85777, -3.40627], [4.38806, 0.08188, 0.36144], [2.94172, -0.95664, -0.27760], [1.85525, -1.11927, -2.12311], [0.20042, 4.64796, 3.06621], [-1.61357, 1.55343, -1.05337], [2.27833, 0.42425, 3.62877], [1.34596, -5.11510, -0.53338], [-3.29868, -0.50902, -0.51358], [1.29643, 2.96647, -0.49559], [0.51075, -5.01939, 1.01650], [1.07740, -2.39877, 4.72888], [-1.80245, -2.74400, -3.87518], [1.31317, -0.57391, 3.65140], [1.57130, -1.94658, -3.20788], [-1.33563, -1.79086, 2.25557], [3.21833, -3.53058, -2.45201], [-0.86589, 2.85962, 2.59199], [3.48708, 2.59162, 0.79068], [2.02825, -3.77349, -4.22127], [-6.57367, -0.01280, 2.05455], [0.50849, 4.11827, 1.01044], [3.46888, -2.73536, -1.34173], [3.76417, -4.45444, -2.59367], [-2.70619, 2.28035, -4.63141], [0.12971, -1.99350, 1.89836], [-1.83423, 1.93410, -2.24523], [2.90017, 2.19129, -0.02691], [-1.75957, -0.97639, -3.82884], [4.19941, -3.04151, -0.60363], [-1.12621, 1.47607, -3.42280], [0.27772, -3.30982, -0.23557], [4.70502, 0.48789, 1.32187], [1.08533, -4.44733, 0.28610], [-2.62222, 2.67156, -2.37241], [-1.35790, -4.61089, 2.68835], [0.81114, -1.68156, -3.92847], [-4.34956, -3.12096, -2.19967], [-2.49592, -4.41957, 4.02187], [-5.69981, -0.66634, 2.04315], [0.95440, -0.79824, 2.39644], [-3.00100, 1.79858, 0.28730], [-4.41028, 1.06275, 0.49692], [4.75520, 1.50837, 3.78462], [-0.31044, -1.31024, 4.83167], [5.87872, 1.83713, -2.72328], [-2.33622, -1.85464, -3.53485], [-0.81188, -4.11735, -1.94800], [-5.90179, -1.49652, 2.71625], [2.77818, -1.54724, -1.16862], [-2.57530, -1.89922, -2.02147], [5.32358, 4.20453, -3.17408], [-3.75544, 1.24228, 4.19761], [-1.13620, 1.48074, -5.84264], [-5.51062, 1.26723, 3.97694], [-3.57194, 2.01646, 1.83914], [5.20487, 2.82319, 2.70886], [-0.60607, -3.29276, -1.28763], [-1.66842, -3.94791, 3.49646], [1.99734, -4.10402, 0.76879], [-3.29428, -1.82209, -4.05708], [-0.83321, -3.85473, 4.19058], [0.75800, 0.63008, -4.63048], [3.66901, 2.89260, 3.57467], [1.14366, 0.53853, -1.90492], [4.53963, 3.49846, -2.93474], [0.12937, 0.91056, -5.83478], [4.11001, 0.23033, -2.18118], [0.22693, -2.10958, 0.36205], [1.57836, 0.06183, 1.52462], [-4.61820, 0.64320, 3.90229], [-5.58664, -1.06881, 1.03347], [3.84886, 1.26185, -2.36836], [-4.72240, -0.18343, 4.60381], [1.17610, 3.33263, -2.66722], [2.82481, 0.78005, 4.48416], [-3.46493, -0.73704, -1.56816], [0.77915, -1.35115, 4.80208], [4.85058, 2.17169, -2.67852], [-1.25280, -2.05708, -1.26244], [0.64042, 0.70071, -6.76514], [-4.39594, 1.35924, 1.55705], [-1.74087, 1.78792, -4.63983], [-3.24471, -0.78612, 2.43030], [-0.27278, 4.82330, 0.72861], [4.82644, -0.33584, 2.02668], [-2.27796, 2.33777, -0.09787], [0.33860, 3.74220, 2.48080], [-2.11210, -2.62127, 2.97609], [-4.51039, -1.02301, -1.68342], [1.20898, 3.19293, 2.84337], [1.45725, 4.62611, 0.87117], [-3.38462, -3.17868, -1.69513], [-1.62994, 1.71482, -6.77569], [-0.27801, 3.24050, -0.61732], [-3.33188, -2.01546, 3.10727], [-3.56134, -3.25757, -0.62000], [3.00338, 3.46535, 1.22048], [5.68021, 0.95685, 1.17527], [-0.31831, 0.76756, 0.43367], [-5.30723, 1.94584, 1.68472], [-2.01432, -0.65473, 1.89494], [-4.18002, -2.40953, 3.63938], [2.21064, 3.00603, -2.61930], [0.43558, 2.95710, 0.04309], [-2.89110, -4.08798, -2.02993], [3.21475, 3.91507, -2.91008], [2.52024, 1.67416, -2.32310], [-1.93855, 3.14895, 3.02057], [2.46325, 0.77998, 2.30528]], "e_tot_ha": -2886.70997, "homo_lumo_gap_ev": [7.19, 6.93], "de_lowest_ev": 0.053, "homo_energy_ev": [-13.17, -13.21], "charge": 2}

=====

Maximum force per entry: 5.13 0.73 eV/Å